Here is a gas-phase ion, C21H20N3 (charge +1) from the Open Molecules 2025 dataset. Energies are from wB97M-V/def2-TZVPD.

Last column: Löwdin charge in e.
Positions of all 44 atoms, in Å:
C1 -2.767 -2.902 0.835  0.00
C2 -1.869 -3.975 0.678  0.02
C3 -0.479 -3.693 0.579  0.01
N1 -0.012 -2.440 0.699  -0.03
C4 1.440 -2.142 0.666  -0.10
C5 2.240 -2.598 -0.539  -0.15
C6 1.577 -2.230 -1.851  -0.17
N2 1.329 -0.781 -1.926  0.04
C7 0.113 -0.117 -1.731  -0.23
C8 -1.023 -0.679 -2.265  -0.03
C9 -2.254 -0.071 -2.044  -0.11
N3 -2.405 1.040 -1.272  0.10
C10 -1.309 1.607 -0.753  -0.26
C11 -1.458 2.771 -0.019  0.06
C12 -0.385 3.347 0.624  -0.19
C13 -0.565 4.519 1.317  -0.04
C14 0.474 5.161 1.958  -0.06
C15 1.759 4.611 1.894  -0.04
C16 1.962 3.417 1.145  -0.02
C17 0.905 2.782 0.485  -0.18
C18 1.105 1.653 -0.311  0.03
C19 0.016 1.051 -0.952  -0.12
C20 -0.833 -1.429 0.971  0.00
C21 -2.225 -1.636 1.014  0.00
H1 -3.837 -3.091 0.812  0.13
H2 -2.205 -4.995 0.523  0.12
H3 0.210 -4.502 0.415  0.14
H4 1.524 -1.067 0.675  0.11
H5 1.852 -2.523 1.618  0.15
H6 2.379 -3.660 -0.484  0.11
H7 3.202 -2.114 -0.442  0.13
H8 2.243 -2.527 -2.647  0.12
H9 0.637 -2.763 -1.933  0.11
H10 2.177 -0.225 -1.900  0.13
H11 -1.018 -1.557 -2.881  0.11
H12 -3.115 -0.548 -2.498  0.11
H13 -2.463 3.203 0.090  0.14
H14 -1.529 4.965 1.450  0.12
H15 0.300 6.080 2.532  0.12
H16 2.558 5.025 2.513  0.11
H17 2.940 2.963 1.119  0.11
H18 2.112 1.251 -0.411  0.12
H19 -0.436 -0.421 1.098  0.14
H20 -2.869 -0.757 1.149  0.13

Computed properties:
HOMO-LUMO gap: 6.001 eV
E_HOMO: -10.04 eV
Charge: +1
LUMO level: -4.04 eV
E_tot: -26565.68905 eV
Strongest force on any atom: 3.59 eV/Å